A single C11H17N3O2 molecule at a distorted geometry, computed with ωB97M-V/def2-TZVPD.

Structure (XYZ):
```
33
Properties=species:S:1:pos:R:3:nbo_charge:R:1
C -0.13 -0.64 0.12 -0.230
C 1.81 -2.46 -1.53 -0.087
H -1.41 -3.15 -1.83 0.198
H 0.40 -1.73 -3.02 0.203
H -0.68 3.59 3.42 0.412
H -0.33 -4.76 -0.36 0.192
O -0.80 1.51 -0.98 -0.534
H -1.79 -2.69 -0.17 0.204
H -1.60 3.32 -1.67 0.199
H 1.18 0.95 -0.52 0.170
N -0.35 -1.42 -1.12 -0.449
H 2.66 -2.53 -2.26 0.191
N -0.26 2.85 2.84 -0.528
C -0.53 2.61 1.53 0.104
H 0.93 1.78 4.36 0.204
H -2.42 3.16 0.66 0.221
C -0.89 2.94 -0.92 -0.041
N 0.85 1.01 2.39 -0.455
H -1.04 -0.67 0.72 0.206
C 0.16 0.85 -0.10 0.081
C 0.79 -1.47 -2.06 -0.249
H -1.08 4.41 0.64 0.214
H 1.22 -0.48 -2.17 0.203
C -0.95 -2.76 -0.89 -0.240
C 0.19 1.50 1.26 0.051
H 2.21 -2.13 -0.57 0.164
H 0.51 -3.48 0.57 0.160
C 0.59 1.86 3.34 0.161
C -1.33 3.35 0.50 -0.452
O 1.24 -3.78 -1.36 -0.542
H 0.08 3.35 -1.13 0.164
C 0.13 -3.77 -0.43 -0.090
H 0.67 -1.10 0.72 0.194
```

Calculated values
- DFT total energy (Ha) = -744.05285
- LUMO level (Ha) = 0.0281
- ΔE to the lowest compared entry with this formula, charge and spin (kcal/mol) = 77.14
- gap between HOMO and LUMO (eV) = 8.5
- F_max (eV Å⁻¹) = 2.560
- multiplicity = 1
- SMILES = c1nc2c([nH]1)CCO[C@@H]2CN1CCOCC1



A molecular structure, C11H17N3O4 at a distorted geometry, computed with ωB97M-V/def2-TZVPD.

Structure (XYZ):
```
35
Properties=species:S:1:pos:R:3:nbo_charge:R:1
H 4.97 -1.76 0.96 0.380
C 3.45 -1.80 -0.15 0.862
H -4.41 -2.27 0.43 0.183
H -2.40 2.23 -0.16 0.219
C -1.84 0.60 1.00 -0.380
H 1.79 -0.98 -1.23 0.423
N 2.73 -0.59 -0.89 -0.698
H 3.73 2.29 0.48 0.120
H -1.44 1.58 1.92 0.136
N 4.33 -1.13 0.72 -0.726
N -0.47 1.89 -0.68 -0.609
H -2.12 0.87 -0.98 0.223
C -2.65 -2.08 -0.69 -0.645
C -3.35 -1.79 0.48 -0.059
C -1.90 1.38 -0.02 -0.214
H -0.09 2.91 -0.44 0.406
H -3.31 -1.88 -1.65 0.218
H -4.00 1.25 1.68 0.190
O 5.52 0.57 1.47 -0.498
H -1.29 -0.20 1.15 0.230
H -2.96 -2.06 1.26 0.154
H -1.73 -1.49 -0.78 0.240
C 0.32 1.03 -1.26 0.684
H -2.50 -3.27 -0.83 0.229
C -3.25 0.35 1.48 -0.033
O -3.78 -0.33 0.53 -0.552
C 2.66 0.74 -0.75 0.296
C 4.66 0.34 0.89 0.677
C 3.74 0.96 0.05 -0.378
H -3.27 -0.14 2.56 0.152
C 1.73 1.71 -1.39 -0.529
H 1.99 1.51 -2.42 0.265
H 1.85 2.60 -0.95 0.236
O 3.22 -2.88 -0.26 -0.529
O 0.07 -0.16 -1.52 -0.672
```

Calculated values
- DFT total energy (Ha) = -894.21726
- LUMO level (Ha) = 0.0141
- ΔE to the lowest compared entry with this formula, charge and spin (kcal/mol) = 277.50
- gap between HOMO and LUMO (eV) = 8.8
- F_max (eV Å⁻¹) = 18.753
- multiplicity = 1



2 unconnected molecules or ions with the total composition C11H17N4 at a distorted geometry, computed with ωB97M-V/def2-TZVPD.

Structure (XYZ):
```
32
Properties=species:S:1:pos:R:3:nbo_charge:R:1
N 0.90 -0.13 2.42 -0.753
N 1.00 -1.41 0.53 -0.793
H 0.10 -1.03 0.20 0.439
C -0.86 1.10 -0.84 0.195
H 4.41 1.15 1.53 0.247
H -3.64 -1.91 0.64 0.233
C -3.65 -1.35 -0.28 -0.646
H 1.23 0.55 3.07 0.424
C 3.54 0.78 2.07 -0.439
H 3.49 -0.81 0.69 0.428
H -0.10 -0.27 2.42 0.430
C -0.85 -1.06 -1.98 -0.213
N -1.69 1.77 0.01 -0.544
H 1.44 -1.52 -0.38 0.417
C 1.61 -0.58 1.39 0.690
H 2.93 1.67 2.16 0.213
H 3.78 0.44 3.07 0.219
C 0.29 1.46 -1.54 -0.263
C -1.40 -0.20 -1.02 -0.174
H -1.51 2.72 0.29 0.422
N 2.88 -0.23 1.26 -0.551
H 0.65 -1.23 -3.54 0.236
C 0.90 0.54 -2.38 -0.225
C 0.29 -0.69 -2.67 -0.251
H -3.65 1.28 0.82 0.232
C -2.72 0.94 0.37 -0.046
H 0.73 2.44 -1.36 0.218
H -4.59 -0.98 -0.68 0.240
H -1.35 -1.96 -2.30 0.234
C -2.64 -0.25 -0.28 -0.065
H 1.89 0.88 -2.68 0.227
H -3.39 -2.10 -1.03 0.222
```

Calculated values
- DFT total energy (Ha) = -648.18337
- LUMO level (Ha) = -0.0958
- ΔE to the lowest compared entry with this formula, charge and spin (kcal/mol) = 6.30
- gap between HOMO and LUMO (eV) = 8.5
- F_max (eV Å⁻¹) = 1.546
- multiplicity = 1
- charge = +1



A single C11H17NSi molecule at a distorted geometry, computed with ωB97M-V/def2-TZVPD.

Structure (XYZ):
```
30
Properties=species:S:1:pos:R:3:nbo_charge:R:1
H 3.20 3.55 -0.58 0.387
C -0.38 -2.85 1.58 -1.053
C -0.62 0.61 -0.50 -0.061
H -2.09 2.63 -2.65 0.214
H 3.00 -3.23 0.73 0.230
H -2.41 0.03 0.30 0.199
N 2.34 3.90 -0.22 -0.607
C 2.35 -2.57 0.01 -1.077
C -0.75 1.85 -1.14 0.025
C -2.77 0.61 -1.73 -0.386
H -1.08 -2.41 2.15 0.213
C 0.33 -0.27 -0.07 -0.387
H 1.67 0.32 2.65 0.249
H -2.01 -1.13 -0.84 0.209
H 1.86 -3.33 -0.64 0.236
H -2.60 2.77 -1.17 0.213
C -1.95 -0.13 -0.61 -0.401
H 0.00 -3.66 2.30 0.233
C 1.32 3.39 -0.59 0.471
H -3.77 0.75 -1.65 0.209
C 0.11 3.06 -1.09 -0.463
C -2.13 2.02 -1.73 -0.440
H -0.34 3.82 -1.85 0.250
H 2.89 -2.01 -0.65 0.230
H -0.85 -3.21 0.55 0.228
Si 1.06 -1.57 1.04 1.522
C 1.81 -0.79 2.61 -1.128
H 2.94 -0.98 2.74 0.244
H -2.51 0.05 -2.54 0.198
H 1.41 -1.22 3.60 0.244
```

Calculated values
- DFT total energy (Ha) = -773.37152
- LUMO level (alpha / beta) (Ha) = -0.0210 / 0.0024
- ΔE to the lowest compared entry with this formula, charge and spin (kcal/mol) = 108.53
- gap between HOMO and LUMO (alpha / beta) (eV) = 6.8 / 6.7
- F_max (eV Å⁻¹) = 4.674
- multiplicity = 1



2 unconnected molecules or ions with the total composition C11H18 at a distorted geometry, computed with ωB97M-V/def2-TZVPD.

Structure (XYZ):
```
29
Properties=species:S:1:pos:R:3:nbo_charge:R:1
H 1.97 -2.67 -1.56 0.214
H -2.01 -0.97 -0.05 0.203
H -1.02 -1.84 2.73 0.201
H 0.45 -0.98 2.60 0.207
H -2.61 0.71 0.15 0.205
H -3.18 -0.61 1.18 0.199
C -1.16 0.08 1.65 -0.227
C -0.46 -1.21 2.03 -0.604
H -0.21 -1.79 1.15 0.211
C 1.90 -1.60 -1.45 -0.201
H -1.04 0.67 -3.03 0.216
C 2.87 -0.91 -0.75 -0.225
C -0.14 1.27 -2.87 -0.633
C -2.31 -0.20 0.67 -0.599
C -1.72 0.84 2.84 -0.604
H 3.73 -1.39 -0.30 0.213
H 3.46 0.96 0.08 0.212
H 0.10 -1.43 -2.59 0.210
H -0.52 2.16 -2.35 0.212
C 1.77 1.17 -1.22 -0.223
C 2.74 0.46 -0.56 -0.203
H -0.46 0.73 1.13 0.198
C 0.86 0.49 -2.05 0.002
H 0.29 1.64 -3.79 0.223
C 0.89 -0.89 -2.10 -0.228
H -1.08 0.88 3.73 0.207
H -2.64 0.37 3.22 0.197
H 1.55 2.22 -1.05 0.212
H -2.00 1.86 2.58 0.207
```

Calculated values
- DFT total energy (Ha) = -429.93026
- LUMO level (Ha) = 0.0354
- ΔE to the lowest compared entry with this formula, charge and spin (kcal/mol) = 6.50
- gap between HOMO and LUMO (eV) = 10.0
- F_max (eV Å⁻¹) = 1.322
- multiplicity = 1
- SMILES = Cc1ccccc1.CC(C)C



2 unconnected molecules or ions with the total composition C11H18 at a distorted geometry, computed with ωB97M-V/def2-TZVPD.

Structure (XYZ):
```
29
Properties=species:S:1:pos:R:3:nbo_charge:R:1
C 0.71 -0.10 -2.24 -0.224
H 2.73 0.64 -2.20 0.214
C -0.85 -0.97 2.62 -0.606
C 0.06 2.13 -0.64 -0.028
H 0.42 4.10 -0.03 0.217
C -1.39 -3.04 1.24 -0.606
H 2.17 2.52 -0.69 0.205
C -0.31 3.31 0.15 -0.630
H -1.31 3.66 -0.06 0.222
H -0.50 -1.32 0.47 0.204
C 1.37 1.89 -1.06 -0.203
H -0.09 -0.21 2.78 0.211
C -0.91 1.23 -1.09 -0.202
H 0.98 -0.96 -2.84 0.212
C 1.71 0.81 -1.88 -0.207
H -1.95 1.33 -0.80 0.206
H -2.44 -2.80 1.40 0.201
C -0.42 -1.84 1.43 -0.221
H 1.70 -1.54 1.38 0.210
H -0.86 -1.65 3.47 0.197
H -1.88 -0.66 2.49 0.208
C -0.59 0.12 -1.86 -0.217
H -1.36 -0.62 -2.04 0.214
H -1.35 -3.50 0.25 0.205
H 1.26 -2.96 0.70 0.208
H -1.09 -3.80 1.96 0.197
H -0.21 3.11 1.23 0.222
C 0.99 -2.36 1.58 -0.622
H 1.31 -2.91 2.46 0.209
```

Calculated values
- DFT total energy (Ha) = -429.92340
- LUMO level (Ha) = 0.0329
- ΔE to the lowest compared entry with this formula, charge and spin (kcal/mol) = 10.80
- gap between HOMO and LUMO (eV) = 9.9
- F_max (eV Å⁻¹) = 2.509
- multiplicity = 1
- SMILES = Cc1ccccc1.CC(C)C



2 unconnected molecules or ions with the total composition C11H18 at a distorted geometry, computed with ωB97M-V/def2-TZVPD.

Structure (XYZ):
```
29
Properties=species:S:1:pos:R:3:nbo_charge:R:1
H -1.57 1.98 1.43 0.188
H -0.42 -3.64 1.02 0.265
H 1.84 -0.01 -1.60 0.261
H 2.19 -3.32 1.14 0.259
H 3.19 -1.44 -0.29 0.261
C 0.91 1.46 1.55 -0.614
C -0.59 -2.03 -0.32 -0.113
H -0.27 0.77 -2.23 0.242
C -0.01 -1.05 -1.11 0.204
C 1.31 -0.85 -1.09 -0.213
H -2.47 -0.38 -3.11 0.247
H -1.29 2.24 3.12 0.207
H -1.59 3.65 2.02 0.217
H -1.79 0.24 -1.33 0.260
C -0.93 -0.14 -1.86 -0.461
C 2.10 -1.55 -0.13 -0.111
H 1.96 1.36 1.31 0.200
H -0.89 -0.97 -4.04 0.256
C 0.14 -2.84 0.51 -0.223
C -1.10 2.67 2.08 -0.604
C 0.42 2.92 1.79 -0.395
H -1.90 -1.91 -2.70 0.210
H 0.77 0.84 2.39 0.207
H -1.66 -2.19 -0.51 0.243
H 1.01 3.39 2.64 0.226
H 0.38 3.46 0.89 0.202
C 1.52 -2.62 0.57 0.004
H 0.30 0.83 0.93 0.174
C -1.52 -0.89 -3.08 -0.598
```

Calculated values
- DFT total energy (Ha) = -429.54729
- LUMO level (alpha / beta) (Ha) = -0.1512 / -0.3073
- ΔE to the lowest compared entry with this formula, charge and spin (kcal/mol) = 44.07
- gap between HOMO and LUMO (alpha / beta) (eV) = 9.7 / 5.4
- F_max (eV Å⁻¹) = 5.594
- multiplicity = 2
- charge = +1